{
  "formula": "C32H32N3P2RuS2",
  "method": "ωB97M-V with the def2-TZVPD basis set",
  "symbols": ["Ru", "S", "P", "C", "P", "S", "C", "C", "C", "C", "C", "C", "C", "C", "C", "C", "C", "C", "C", "C", "C", "C", "C", "C", "C", "C", "C", "C", "C", "C", "H", "H", "H", "H", "H", "H", "H", "H", "H", "H", "H", "H", "H", "H", "H", "H", "H", "H", "H", "H", "N", "C", "C", "C", "N", "C", "C", "N", "C", "C", "H", "H", "H", "H", "H", "H", "H", "H", "H", "H", "H", "H"],
  "coordinates": [[2.064, 0.500, -0.576], [3.537, 0.637, 0.957], [0.270, -0.074, 0.910], [-1.033, -0.472, -0.180], [-0.540, -1.626, -1.340], [1.254, -1.095, -2.207], [-0.509, -3.333, -0.750], [-1.653, -3.797, -0.095], [-1.650, -5.048, 0.499], [-0.508, -5.839, 0.441], [0.622, -5.385, -0.219], [0.629, -4.126, -0.807], [-1.756, -1.636, -2.682], [-2.451, -0.460, -2.953], [-3.276, -0.383, -4.065], [-3.404, -1.477, -4.911], [-2.720, -2.654, -4.637], [-1.892, -2.734, -3.527], [0.635, -1.511, 1.991], [1.757, -2.306, 1.780], [1.939, -3.468, 2.519], [0.997, -3.849, 3.461], [-0.123, -3.057, 3.682], [-0.306, -1.896, 2.949], [-0.468, 1.085, 2.117], [0.331, 1.588, 3.146], [-0.196, 2.471, 4.074], [-1.528, 2.860, 3.981], [-2.325, 2.365, 2.960], [-1.796, 1.483, 2.023], [-2.538, -3.172, -0.056], [-2.533, -5.401, 1.016], [-0.502, -6.811, 0.919], [1.508, -6.005, -0.267], [1.514, -3.765, -1.317], [-2.339, 0.383, -2.282], [-3.812, 0.533, -4.280], [-4.030, -1.411, -5.792], [-2.824, -3.506, -5.295], [-1.349, -3.647, -3.315], [2.497, -2.010, 1.049], [2.813, -4.084, 2.347], [1.136, -4.760, 4.029], [-0.861, -3.353, 4.416], [-1.180, -1.277, 3.117], [1.370, 1.279, 3.214], [0.431, 2.861, 4.866], [-1.941, 3.549, 4.707], [-3.363, 2.666, 2.889], [-2.403, 1.095, 1.213], [4.215, 1.091, -2.856], [3.482, 0.825, -2.003], [1.987, 3.363, 0.560], [1.533, 4.844, 0.496], [0.848, 5.110, -0.764], [1.769, 4.864, -1.873], [2.298, 3.401, -1.832], [1.632, 2.682, -0.716], [0.158, 2.744, -0.911], [-0.303, 4.226, -0.894], [1.498, 2.839, 1.374], [3.061, 3.278, 0.696], [2.392, 5.513, 0.564], [0.853, 5.083, 1.315], [2.590, 5.577, -1.800], [1.233, 5.055, -2.803], [3.370, 3.363, -1.667], [2.086, 2.872, -2.757], [-0.321, 2.193, -0.113], [-0.076, 2.260, -1.860], [-0.977, 4.411, -0.057], [-0.823, 4.479, -1.819]],
  "de_lowest_kj_mol": 347.9,
  "s_squared": 0.77,
  "homo_energy_ha": [-0.25542, -0.25182],
  "charge": 0,
  "gap_ha": [0.171, 0.173],
  "fmax_ha_per_bohr": 0.033,
  "spin_multiplicity": 2
}